Entry 1:
Entry from OMol25: a structure of composition C36H52BrF3IN4O7P2S2 (ωB97M-V with the def2-TZVPD basis set).

Geometry as XYZ:
```
108
Properties=species:S:1:pos:R:3:lowdin_charge:R:1
C 6.3427 -1.7126 3.5811 -0.107
C 4.7293 -1.9435 3.8401 -0.273
C 4.1925 -3.4842 3.9997 -0.090
C 3.8149 -0.7680 3.9403 -0.099
C 2.3119 -0.8524 3.2826 -0.200
C 2.1663 0.4955 2.3085 -0.186
C 2.0314 -0.0002 0.7169 -0.309
C 3.2898 -1.0131 0.3053 -0.061
C 0.5491 -0.6800 0.4576 -0.133
C -0.4664 0.4549 -0.2104 -0.117
N -0.8741 1.4094 0.8896 0.147
C -0.8322 2.7810 0.8467 -0.176
N -1.3031 3.5594 2.0585 0.108
C -1.9290 4.8913 1.6249 -0.479
F -0.8890 5.9871 1.6014 -0.157
P -3.2348 5.4952 2.9298 0.819
O -3.4171 4.3688 4.0316 -0.496
C -2.5477 4.8387 0.0840 -0.903
Br -2.9830 6.7814 -0.3623 0.590
S -4.1693 3.9129 -0.0584 0.869
C -4.3820 2.6280 1.2874 -0.331
C -5.4720 1.5049 0.6985 -0.288
O -6.7519 1.8873 0.6812 0.002
O -4.9520 0.2004 0.2592 -0.099
C -5.9969 -0.8343 0.2150 -0.096
C -5.2476 -2.2702 0.6327 -0.264
C -3.8159 -2.5030 -0.1315 -0.054
O -5.1350 -2.2268 2.1148 -0.138
C -4.3726 -3.3847 2.6126 -0.312
O -4.8558 -4.6232 2.4876 0.016
C -2.9314 -3.0666 3.3758 -0.383
S -2.6517 -1.2041 3.2854 0.635
C -1.4027 4.3583 -1.0367 -0.795
I -0.6655 6.1805 -1.9814 1.016
C -2.1264 3.4639 -2.2513 -0.226
C -1.0382 3.1063 -3.4699 -0.121
C -0.9070 1.4574 -3.7168 -0.283
N -2.0726 0.4927 -3.6761 0.057
O 0.3292 0.9431 -3.9624 -0.045
N -0.3654 3.4543 -0.4251 -0.193
P 1.2467 4.1864 -0.2857 0.707
O 2.1216 4.1018 -1.6380 -0.483
H 6.4723 -0.7651 2.8824 0.081
H 6.9359 -1.5363 4.5829 0.084
H 6.8227 -2.6252 3.0096 0.084
H 3.8918 -3.7480 5.1018 0.091
H 3.2710 -3.5981 3.2622 0.064
H 5.0025 -4.2550 3.6123 0.085
H 4.1926 0.2357 4.4590 0.125
H 1.5276 -0.7247 4.1711 0.111
H 2.1009 -1.8494 2.6886 0.101
H 3.0866 1.2327 2.4188 0.116
H 1.1969 1.0695 2.6671 0.081
H 2.1042 0.9312 -0.0247 0.118
H 2.9322 -2.1106 0.0779 0.064
H 3.8509 -0.6381 -0.6763 0.093
H 4.1251 -0.9792 1.1569 0.089
H 0.6978 -1.6171 -0.2347 0.127
H 0.0550 -1.0786 1.4536 0.099
H 0.1286 0.9367 -1.0952 0.132
H -1.4364 -0.1391 -0.5715 0.140
H -1.2345 0.9755 1.7866 0.139
H -0.4457 3.7507 2.6265 0.158
H -4.4884 5.8396 2.2723 0.032
H -2.7407 6.6971 3.6155 0.053
H -3.4206 2.0175 1.5560 0.078
H -4.9134 3.1248 2.2102 0.102
H -6.8618 -0.7015 0.9934 0.159
H -6.3916 -0.9982 -0.8785 0.156
H -5.9913 -3.1132 0.2928 0.166
H -2.8833 -2.2063 0.5475 0.068
H -3.7194 -1.9881 -1.1781 0.090
H -3.6831 -3.6716 -0.3314 0.106
H -2.9194 -3.4532 4.4948 0.123
H -2.0541 -3.5926 2.8018 0.095
H -2.7019 -0.6544 4.5772 -0.102
H -2.9889 4.1257 -2.6868 0.115
H -2.4918 2.4010 -1.8615 0.098
H -1.3469 3.5830 -4.4962 0.132
H 0.0697 3.4492 -3.1867 0.095
H -2.4192 0.3295 -2.7015 0.055
H -2.8397 0.7840 -4.3280 0.099
H 1.9892 3.3507 0.6696 0.037
H 1.2647 5.5186 0.3033 0.018
F 2.7730 -4.0913 -0.4460 0.042
C 1.6145 -4.7216 -0.6813 -0.297
C 0.8066 -5.0903 0.3887 -0.026
C -0.4021 -5.7420 0.1439 -0.087
C -0.7845 -6.0277 -1.1691 -0.095
C 0.0357 -5.6581 -2.2361 -0.074
C 1.2389 -4.9965 -1.9915 -0.009
H 1.1240 -4.8675 1.4021 0.108
H -1.0446 -6.0275 0.9732 0.104
H -1.7253 -6.5400 -1.3593 0.104
H -0.2621 -5.8852 -3.2569 0.110
H 1.8843 -4.6940 -2.8095 0.121
F 4.8615 1.2379 -2.8720 0.052
C 4.7508 0.9404 -4.1735 -0.289
C 3.5051 0.6112 -4.6965 -0.019
C 3.3884 0.3064 -6.0526 -0.079
C 4.5219 0.3237 -6.8692 -0.098
C 5.7686 0.6505 -6.3338 -0.084
C 5.8830 0.9661 -4.9801 -0.020
H 2.6373 0.5948 -4.0453 0.082
H 2.4177 0.0552 -6.4729 0.104
H 4.4311 0.0816 -7.9259 0.101
H 6.6501 0.6594 -6.9704 0.106
H 6.8429 1.2311 -4.5493 0.115
```

Calculated values
Kohn-Sham gap = 5.021 eV
Charge = +1
HOMO = -10.01 eV
LUMO level = -0.183 hartree
Relative energy (zero: lowest compared OMol25 entry of this formula, charge and spin) = 1355.1 kJ/mol
Energy = -184988.19083 eV

=====

Entry 2:
Entry from OMol25: a structure of composition C36H52CsF12I2N2O11 (ωB97M-V with the def2-TZVPD basis set).

Geometry as XYZ:
```
116
Properties=species:S:1:pos:R:3:lowdin_charge:R:1
C -5.6188 3.3721 -1.3120 -0.050
C -4.2425 2.7512 -1.0072 -0.223
O -4.3978 1.8405 0.1166 -0.039
C -3.4742 0.8219 -0.0553 -0.474
O -3.8144 -0.2810 -0.3494 0.159
C -2.0111 1.2124 0.1064 -0.119
C -1.2326 0.0688 0.8168 -0.146
C -0.4154 -0.7885 -0.1689 -0.163
C 1.0860 -1.0277 0.0324 -0.460
N 1.5109 -1.5879 -1.2709 0.093
C 1.4173 -2.1081 1.1234 -0.053
C 0.3834 -2.3548 2.1806 -0.231
C -0.6471 -3.2477 2.0159 -0.049
C -1.5526 -3.4284 3.0141 -0.075
C -1.4751 -2.7565 4.2040 -0.034
C -0.4277 -1.8923 4.3878 -0.271
C -0.2061 -1.0947 5.6422 -0.022
C 0.4582 -1.7208 3.3759 -0.034
C 2.0014 0.2436 0.2882 -0.593
I 1.3584 1.7790 -1.1139 1.271
C 3.4845 -0.1549 0.0672 -0.152
C 4.2587 0.3872 -1.1523 -0.238
N 3.8697 -0.1596 -2.4483 -0.126
C 4.5702 -1.3995 -2.7744 -0.230
C 3.8667 -2.1127 -3.9411 -0.060
C 3.9560 0.8123 -3.5033 -0.505
C 5.2787 1.4811 -3.8732 0.009
O 2.9764 1.0881 -4.1371 0.088
O 1.7704 0.6106 1.6680 -0.093
C 2.4837 1.7041 2.1241 -0.254
C 2.9833 1.3268 3.5414 -0.115
C 4.0278 0.2278 3.5056 -0.769
O 3.8393 -0.9139 3.6978 0.071
I 6.0786 0.8659 3.0562 0.830
C 1.6165 3.0295 2.3040 -0.334
F 1.2054 3.2372 3.6638 -0.321
F 0.4773 2.9537 1.6620 0.119
C 2.3405 4.3279 1.7782 -0.365
F 1.3924 5.3046 1.5733 0.116
F 2.8119 4.0786 0.5756 0.127
C 3.5677 4.8287 2.6044 -0.349
F 4.4885 3.8826 2.6601 0.150
F 4.1012 5.8142 1.8765 0.181
C 3.3427 5.4549 4.0308 -0.504
F 4.1463 6.4753 4.1372 0.223
F 3.6410 4.6545 5.0607 0.185
F 2.0658 5.9664 4.2533 -0.411
H -6.3587 2.7831 -0.7787 0.080
H -5.6216 4.3992 -0.9529 0.064
H -5.7935 3.3342 -2.3832 0.071
H -3.4838 3.5050 -0.7917 0.112
H -3.9507 2.1727 -1.8865 0.103
H -1.6457 1.3334 -0.9137 0.078
H -1.9376 2.1687 0.6219 0.104
H -0.7108 0.4818 1.6734 0.097
H -2.0159 -0.5617 1.2349 0.111
H -0.8533 -1.7874 -0.1500 0.110
H -0.6333 -0.4451 -1.1785 0.096
H 2.2594 -2.2599 -1.1484 0.072
H 0.7254 -2.1465 -1.5855 0.070
H 2.3304 -1.8646 1.6707 0.104
H 1.6157 -3.0724 0.6578 0.129
H -0.7247 -3.7933 1.0847 0.123
H -2.3713 -4.1241 2.8863 0.110
H -2.1947 -2.8624 5.0030 0.120
H 0.5583 -1.5461 6.2745 0.083
H -1.1281 -0.8674 6.1716 0.086
H 0.1978 -0.1257 5.3143 0.063
H 1.2904 -1.0449 3.5272 0.092
H 3.5965 -1.2355 0.0361 0.110
H 4.1113 0.1480 0.9090 0.052
H 4.3384 1.4733 -1.1659 0.092
H 5.3007 0.0548 -0.9743 0.123
H 5.6035 -1.1684 -3.0726 0.104
H 4.5316 -2.0854 -1.9315 0.109
H 2.7871 -1.9845 -3.8981 0.077
H 4.2145 -1.7576 -4.9112 0.073
H 4.0699 -3.1822 -3.8855 0.075
H 6.1145 0.7865 -3.7903 0.070
H 5.1942 1.7861 -4.9117 0.082
H 5.4212 2.3844 -3.2812 0.080
H 3.3521 1.9866 1.5260 0.129
H 2.1687 0.9552 4.1596 0.126
H 3.4454 2.1725 4.0473 0.094
C -4.0421 3.6865 7.2405 -0.066
C -3.8649 2.1638 7.1465 -0.821
O -4.8719 1.4965 6.8639 -0.074
O -2.6889 1.7768 7.3747 -0.130
H -5.0685 3.9936 7.0397 0.053
H -3.7662 4.0229 8.2427 0.055
H -3.3812 4.1680 6.5165 0.033
C -5.2910 -0.2374 -3.2708 -0.144
O -4.5645 0.8068 -3.9266 -0.136
H -5.6892 0.1613 -2.3408 0.068
H -6.1184 -0.5776 -3.8999 0.076
H -4.6289 -1.0738 -3.0450 0.065
H -4.2116 0.4417 -4.7435 0.074
Cs 0.2036 5.0538 4.6629 1.663
C -3.6977 -3.7453 -6.1907 -0.078
C -2.3119 -3.4978 -6.7781 -0.294
O -1.4827 -2.6570 -6.0159 -0.123
C -0.7626 -3.2268 -4.8632 -0.543
O -0.1159 -4.3147 -5.1353 -0.165
C -1.6884 -3.3950 -3.6172 -0.530
F -2.6013 -2.3891 -3.5094 0.092
F -0.9566 -3.3374 -2.4761 0.091
F -2.3853 -4.5460 -3.5561 0.104
H -4.1099 -2.8297 -5.7641 0.066
H -4.3755 -4.1128 -6.9665 0.068
H -3.6766 -4.4986 -5.4088 0.043
H -2.4529 -2.9642 -7.7251 0.103
H -1.8103 -4.4384 -7.0277 0.108
H -0.1527 -2.3376 -4.5614 0.133
O -3.8335 -7.2190 -4.0293 -0.065
H -3.4122 -7.5322 -3.2238 0.029
H -3.3347 -6.4246 -4.2561 0.005
```

Calculated values
Kohn-Sham gap = 4.264 eV
Charge = -1
HOMO = -4.19 eV
LUMO level = 0.003 hartree
Energy = -113032.48015 eV

=====

Entry 3:
Entry from OMol25: a cluster of 7 separate species, C36H52F7N6O20 in total (ωB97M-V with the def2-TZVPD basis set).

Geometry as XYZ:
```
121
Properties=species:S:1:pos:R:3:lowdin_charge:R:1
C -1.8136 -8.7694 -0.6855 -0.114
C -0.9597 -8.8860 0.6084 -0.251
C -0.5230 -7.4916 1.1897 -0.207
C 0.9662 -7.5675 1.5616 -0.210
C 1.4848 -6.2771 2.2765 -0.188
C 2.6955 -5.6789 1.5187 -0.209
C 2.9247 -4.1818 1.8127 -0.153
C 1.6855 -3.3500 1.3604 -0.075
C 1.9301 -2.3468 0.2824 -0.203
N 1.6735 -1.0697 0.4083 0.236
C 1.9440 -0.4077 -0.7239 -0.267
N 1.7549 0.8801 -0.9408 -0.008
C 2.1179 1.4689 -2.2192 -0.093
C 0.8698 1.9164 -3.0596 -0.065
C 1.2665 3.0514 -4.0043 -0.507
N 2.0795 2.8003 -5.1619 0.105
O 0.8560 4.1386 -3.7661 0.125
N 1.1928 1.5695 0.1552 -0.044
C 1.2717 3.0362 0.0403 -0.012
C -0.1985 1.2277 0.3534 -0.464
C -0.6575 1.1669 1.8063 0.028
O -0.9621 0.9638 -0.5141 0.125
N 2.4245 -1.3314 -1.5514 0.193
N 2.4154 -2.5353 -0.9595 0.034
C 2.8535 -3.7245 -1.6816 -0.290
C 1.5922 -4.5862 -2.0074 0.036
F 3.8507 -4.3990 -1.0710 0.072
H -2.6338 -9.4970 -0.6955 0.066
H -2.2211 -7.7659 -0.8543 0.061
H -1.1879 -9.0125 -1.5563 0.066
H -1.5277 -9.4371 1.3677 0.099
H -0.0885 -9.5088 0.3646 0.096
H -0.7332 -6.7695 0.3897 0.096
H -1.1690 -7.3327 2.0609 0.113
H 1.1406 -8.4614 2.1735 0.114
H 1.5405 -7.7047 0.6317 0.105
H 1.7873 -6.5828 3.2886 0.113
H 0.6525 -5.5717 2.4057 0.088
H 2.5295 -5.8554 0.4499 0.072
H 3.5654 -6.2972 1.7828 0.124
H 3.8607 -3.8641 1.3433 0.104
H 3.0315 -4.0632 2.8970 0.117
H 1.3550 -2.7671 2.2261 0.112
H 0.8219 -3.9569 1.0601 0.119
H 2.6549 0.7653 -2.8621 0.106
H 2.8052 2.3175 -2.1111 0.130
H 0.6161 1.0626 -3.7057 0.110
H 0.0335 2.2308 -2.4407 0.098
H 1.5952 3.1746 -5.9741 0.092
H 2.9719 3.2815 -5.0937 0.092
H 2.2856 3.3850 -0.1743 0.107
H 0.5788 3.4503 -0.7058 0.090
H 0.9679 3.4655 1.0002 0.093
H -1.5115 1.8310 1.9703 0.083
H -1.0188 0.1439 1.9835 0.087
H 0.1544 1.3359 2.5188 0.084
H 2.7339 -1.2491 -2.5123 0.153
H 3.2454 -3.3625 -2.6417 0.143
H 1.5797 -4.8750 -3.0621 0.066
H 1.4620 -5.4532 -1.3547 0.076
H 0.7062 -3.9514 -1.8693 0.099
C -0.3554 -1.8747 5.3950 -0.042
C -1.7816 -1.4426 5.2113 -0.304
O -2.0329 -1.7747 3.8556 0.119
C -1.2274 -2.8358 3.5630 -0.553
O -1.3611 -3.5236 2.6043 0.162
O -0.2588 -2.9944 4.4998 0.069
F -1.9141 -0.1081 5.3674 0.084
H 0.3560 -1.1078 5.0925 0.126
H -0.1381 -2.1704 6.4188 0.148
H -2.4971 -1.9594 5.8543 0.179
C -2.0559 5.6806 0.4932 -0.038
C -1.9060 7.1508 0.2151 -0.304
O -0.8065 7.5144 1.0432 0.149
C -0.0325 6.4067 1.1592 -0.549
O 1.0888 6.3999 1.5508 0.167
O -0.7030 5.2896 0.7609 0.029
F -3.0013 7.8414 0.6120 0.089
H -2.6716 5.4817 1.3726 0.138
H -2.4641 5.1333 -0.3540 0.145
H -1.6789 7.3915 -0.8238 0.128
C 1.2532 -1.4306 -6.3040 -0.047
C 2.5513 -1.8719 -5.6837 -0.295
O 2.1771 -3.0119 -4.9344 0.095
C 1.0926 -3.5534 -5.5915 -0.530
O 0.6840 -4.6453 -5.4030 0.201
O 0.5702 -2.6719 -6.4777 0.096
F 3.0378 -0.9299 -4.8202 0.047
H 0.6731 -0.7861 -5.6400 0.138
H 1.3928 -0.9219 -7.2548 0.149
H 3.3255 -2.1445 -6.4017 0.182
C -3.8894 0.0333 0.4156 -0.071
C -4.6111 0.2149 1.7249 -0.313
O -5.8726 0.7062 1.3203 0.136
C -6.1046 0.1945 0.0712 -0.538
O -7.1597 0.1784 -0.4611 0.193
O -4.9576 -0.2987 -0.4722 0.077
F -4.0036 1.1513 2.5016 0.063
H -3.4063 0.9496 0.0758 0.127
H -3.1478 -0.7622 0.4505 0.137
H -4.7435 -0.7034 2.3006 0.174
C -0.1656 4.4618 5.3794 -0.041
C -1.4322 3.7795 4.9359 -0.299
O -0.9975 2.4552 4.6814 0.099
C 0.0633 2.2316 5.5106 -0.537
O 0.5093 1.1588 5.7563 0.166
O 0.5395 3.3940 6.0196 0.089
F -1.9082 4.3140 3.7844 0.074
H 0.4222 4.8321 4.5374 0.146
H -0.3477 5.2818 6.0700 0.146
H -2.2256 3.7648 5.6852 0.180
C -0.6413 10.4916 -3.9265 -0.045
C 0.3459 9.9201 -2.9439 -0.310
O -0.4495 9.0056 -2.2057 0.125
C -1.4340 8.5840 -3.0504 -0.536
O -2.1159 7.6288 -2.8585 0.167
O -1.5291 9.3878 -4.1340 0.088
F 0.8183 10.8685 -2.1053 0.088
H -1.1983 11.3332 -3.5119 0.150
H -0.1761 10.8013 -4.8593 0.144
H 1.1833 9.3888 -3.4003 0.176
```

Calculated values
Kohn-Sham gap = 9.685 eV
Charge = +1
HOMO = -11.72 eV
LUMO level = -0.075 hartree
Energy = -107081.82469 eV

=====

> Which value of HOMO does entry 3 give?

-11.72 eV

=====

> Which value of energy does entry 3 give?

-107081.82469 eV

=====

> Look up the charge of the first one.

+1